Entry 1:
{
  "formula": "C14H18FO18Zn",
  "method": "ωB97M-V/def2-TZVPD",
  "relative_energy_kcal_mol": 11.3,
  "total_energy_ha": -3778.0231,
  "spin_multiplicity": 1,
  "total_charge": -1,
  "elements": ["Zn", "O", "C", "O", "O", "H", "O", "C", "O", "O", "H", "O", "C", "O", "O", "H", "C", "C", "C", "O", "C", "O", "O", "H", "H", "H", "H", "H", "H", "C", "C", "C", "O", "C", "O", "O", "H", "H", "H", "H", "H", "H", "C", "C", "O", "C", "O", "O", "F", "H", "H", "H"],
  "positions_angstrom": [[0.583, -0.637, 0.404], [-2.316, -1.906, 3.073], [-0.989, -2.267, 2.875], [-0.532, -3.227, 3.472], [-0.386, -1.560, 1.996], [-2.401, -1.196, 2.419], [2.089, -4.359, -1.108], [1.849, -3.494, -0.092], [1.327, -2.357, -0.416], [2.108, -3.833, 1.064], [1.911, -3.791, -1.881], [4.092, 1.145, 1.970], [3.139, 0.160, 2.051], [2.244, 0.231, 1.130], [3.173, -0.690, 2.931], [3.686, 1.778, 1.364], [1.626, 1.862, 4.886], [0.253, 2.067, 4.258], [0.086, 3.454, 3.553], [-0.305, 3.118, 2.230], [-0.141, 1.802, 2.033], [-0.259, 1.294, 0.957], [0.234, 1.200, 3.131], [1.609, 2.281, 5.898], [2.424, 2.342, 4.319], [1.872, 0.805, 4.980], [-0.492, 1.791, 5.005], [1.092, 3.873, 3.492], [-0.588, 4.111, 4.095], [-3.744, -3.641, -3.440], [-2.899, -2.375, -3.356], [-3.754, -1.129, -2.989], [-2.887, -0.433, -2.095], [-1.975, -1.275, -1.596], [-1.259, -1.035, -0.687], [-1.912, -2.397, -2.347], [-4.554, -3.633, -2.712], [-3.134, -4.539, -3.383], [-4.220, -3.602, -4.424], [-2.493, -2.156, -4.346], [-4.679, -1.391, -2.474], [-3.946, -0.475, -3.835], [2.028, 2.452, -4.031], [1.148, 3.335, -3.148], [0.528, 2.396, -2.290], [1.172, 1.194, -2.356], [1.052, 0.299, -1.593], [2.169, 1.291, -3.236], [0.172, 3.919, -3.912], [3.020, 2.815, -4.297], [1.557, 2.273, -5.000], [1.622, 4.108, -2.540]]
}

***

Entry 2:
{
  "formula": "C14H18N2",
  "method": "ωB97M-V/def2-TZVPD",
  "relative_energy_kcal_mol": 185.5,
  "total_energy_ha": -653.4448,
  "spin_multiplicity": 1,
  "total_charge": 0,
  "elements": ["C", "C", "C", "C", "N", "C", "N", "C", "C", "C", "H", "H", "C", "C", "C", "C", "C", "C", "H", "H", "H", "H", "H", "H", "H", "H", "H", "H", "H", "H", "H", "H", "H", "H"],
  "positions_angstrom": [[-0.388, 4.409, 3.381], [0.173, 3.198, 2.521], [-0.524, 2.429, 1.667], [-0.046, 1.458, 1.080], [-0.632, 0.660, 0.105], [0.454, -0.263, 0.021], [1.489, 0.029, 0.741], [1.398, 1.216, 1.248], [2.192, 1.986, 2.139], [1.502, 2.958, 2.770], [2.335, 3.563, 3.548], [3.306, 1.762, 2.328], [0.253, -1.350, -1.099], [-0.556, -2.523, -0.436], [-0.702, -3.562, -1.507], [-1.152, -3.196, -2.680], [-0.258, -2.182, -3.334], [-0.057, -0.982, -2.304], [-0.852, -0.538, -2.450], [0.770, -0.322, -2.634], [-0.349, -1.733, -4.368], [0.963, -2.668, -3.209], [-1.995, -2.787, -2.734], [-1.130, -4.108, -3.315], [-1.238, -4.261, -1.209], [0.257, -4.224, -1.507], [-1.786, -1.944, -0.413], [-0.179, -2.853, 0.506], [1.329, -1.928, -0.895], [-1.497, 0.429, -0.067], [-1.519, 2.799, 1.591], [-1.395, 4.753, 3.022], [0.221, 5.353, 3.086], [-0.387, 4.422, 4.408]]
}

***

Entry 3:
{
  "formula": "C14H18N2O3",
  "method": "ωB97M-V/def2-TZVPD",
  "relative_energy_kcal_mol": 63.1,
  "smiles": "COc1ccc(C(=O)NN=C2CCCC2)c(OC)c1",
  "total_energy_ha": -879.4663,
  "spin_multiplicity": 1,
  "total_charge": 0,
  "elements": ["C", "H", "O", "C", "C", "C", "C", "C", "C", "H", "O", "C", "H", "H", "H", "C", "O", "N", "N", "C", "C", "H", "C", "H", "C", "H", "C", "H", "H", "H", "H", "H", "H", "H", "H", "H", "H"],
  "positions_angstrom": [[-2.006, -5.885, -0.888], [-2.013, -6.926, -0.568], [-1.302, -5.185, 0.111], [-1.118, -3.849, -0.040], [-0.397, -3.209, 0.975], [-0.162, -1.860, 0.888], [-0.614, -1.086, -0.189], [-1.357, -1.721, -1.189], [-1.596, -3.099, -1.097], [-2.175, -3.534, -1.894], [-1.958, -1.160, -2.264], [-1.974, 0.235, -2.461], [-2.664, 0.400, -3.288], [-0.986, 0.620, -2.721], [-2.339, 0.760, -1.572], [-0.156, 0.335, -0.200], [0.487, 0.844, -1.101], [-0.496, 0.987, 0.947], [-0.262, 2.305, 1.275], [0.875, 2.843, 1.123], [1.068, 4.289, 1.482], [0.252, 4.908, 1.113], [2.429, 4.642, 0.885], [2.912, 5.469, 1.404], [3.215, 3.336, 0.996], [4.075, 3.307, 0.329], [2.178, 2.266, 0.658], [2.375, 1.301, 1.132], [2.123, 2.084, -0.419], [3.570, 3.203, 2.020], [2.313, 4.914, -0.165], [1.089, 4.378, 2.571], [-1.228, 0.588, 1.520], [0.415, -1.374, 1.661], [-0.032, -3.793, 1.803], [-1.507, -5.806, -1.858], [-3.036, -5.526, -0.978]]
}

***

Entry 4:
{
  "formula": "C14H19Br2OS",
  "method": "ωB97M-V/def2-TZVPD",
  "total_energy_ha": -6166.0176,
  "spin_multiplicity": 1,
  "total_charge": 1,
  "elements": ["C", "C", "Br", "C", "Br", "S", "C", "C", "C", "C", "O", "C", "C", "C", "C", "C", "C", "C", "H", "H", "H", "H", "H", "H", "H", "H", "H", "H", "H", "H", "H", "H", "H", "H", "H", "H", "H"],
  "positions_angstrom": [[3.563, -0.640, 0.727], [3.700, 0.845, 0.901], [5.274, 1.407, 1.803], [2.825, 1.767, 0.494], [3.001, 3.638, 0.775], [1.373, 1.221, -0.370], [1.654, 1.403, -2.162], [-0.040, 2.278, 0.108], [-1.191, 1.301, 0.422], [-2.174, 1.872, 1.474], [-1.757, 0.995, -0.829], [-2.733, -0.042, -0.764], [-2.125, -1.386, -0.378], [-2.489, -1.969, 0.810], [-1.900, -3.168, 1.161], [-0.974, -3.715, 0.322], [-0.622, -3.136, -0.870], [-1.203, -1.943, -1.234], [4.556, -1.089, 0.660], [3.080, -1.083, 1.603], [3.016, -0.926, -0.172], [1.722, 0.402, -2.588], [2.599, 1.931, -2.299], [0.811, 1.933, -2.603], [-0.312, 2.891, -0.755], [0.200, 2.909, 0.962], [-0.706, 0.430, 0.889], [-2.179, 1.198, 2.337], [-1.811, 2.826, 1.861], [-3.199, 1.930, 1.112], [-3.591, 0.196, -0.128], [-3.121, -0.149, -1.781], [-3.222, -1.467, 1.433], [-2.174, -3.618, 2.108], [-0.491, -4.643, 0.612], [0.123, -3.560, -1.534], [-0.967, -1.415, -2.153]]
}

***

Entry 5:
{
  "formula": "C14H19Br4NO2S2Sn",
  "method": "ωB97M-V/def2-TZVPD",
  "total_energy_ha": -12056.6021,
  "spin_multiplicity": 1,
  "total_charge": 0,
  "elements": ["Sn", "S", "S", "C", "C", "C", "N", "C", "C", "H", "H", "H", "H", "H", "H", "H", "H", "C", "H", "H", "H", "H", "H", "H", "H", "C", "C", "H", "H", "H", "H", "Br", "C", "C", "Br", "C", "Br", "C", "O", "C", "O", "C", "Br"],
  "positions_angstrom": [[0.179, -0.070, 0.062], [1.631, 0.995, -1.573], [-0.316, -1.137, 2.195], [0.839, 1.175, -3.201], [2.811, -0.396, -1.860], [2.293, -1.717, -1.338], [1.853, -1.560, 0.060], [1.378, -2.798, 0.702], [0.924, -2.499, 2.112], [3.732, -0.109, -1.356], [3.028, -0.449, -2.923], [3.079, -2.472, -1.429], [1.438, -2.057, -1.917], [2.161, -3.562, 0.728], [0.559, -3.190, 0.104], [1.757, -2.170, 2.730], [0.500, -3.379, 2.587], [-1.886, -2.057, 2.133], [2.647, -1.220, 0.599], [-1.965, -2.647, 1.228], [-2.679, -1.318, 2.157], [-1.958, -2.685, 3.015], [0.072, 1.934, -3.090], [0.386, 0.246, -3.527], [1.580, 1.517, -3.916], [1.544, 2.246, 2.040], [2.548, 1.385, 1.997], [0.789, 2.206, 2.814], [1.433, 3.031, 1.302], [2.659, 0.600, 2.735], [3.303, 1.426, 1.223], [-4.921, 4.334, 0.009], [-3.788, 2.807, -0.297], [-4.230, 1.751, -1.125], [-5.968, 1.837, -1.950], [-3.406, 0.631, -1.353], [-3.978, -0.821, -2.473], [-2.145, 0.562, -0.758], [-1.332, -0.517, -0.967], [-1.691, 1.648, 0.094], [-0.456, 1.580, 0.678], [-2.518, 2.752, 0.310], [-1.886, 4.170, 1.443]]
}

***

Entry 6:
{
  "formula": "C14H19BrCl8N2S",
  "method": "ωB97M-V/def2-TZVPD",
  "total_energy_ha": -7308.1089,
  "spin_multiplicity": 1,
  "total_charge": 0,
  "elements": ["C", "C", "C", "Br", "C", "C", "C", "C", "C", "C", "N", "S", "N", "C", "H", "H", "H", "H", "H", "H", "H", "H", "H", "H", "H", "C", "Cl", "Cl", "H", "H", "C", "Cl", "Cl", "H", "H", "C", "Cl", "Cl", "H", "H", "C", "Cl", "Cl", "H", "H"],
  "positions_angstrom": [[2.349, 0.046, 0.484], [0.833, 0.327, 0.524], [0.199, -0.323, -0.700], [0.777, 0.567, -2.352], [-1.294, -0.501, -0.713], [-2.250, 0.475, -0.611], [-1.886, 1.931, -0.477], [-3.641, 0.124, -0.679], [-4.085, -1.145, -0.850], [-3.124, -2.177, -0.961], [-3.360, -3.481, -1.157], [-1.918, -4.182, -1.235], [-0.954, -2.924, -1.020], [-1.743, -1.845, -0.891], [2.818, 0.793, -0.161], [2.811, 0.144, 1.463], [2.538, -0.920, 0.026], [0.729, 1.404, 0.536], [0.443, -0.130, 1.434], [0.606, -1.326, -0.759], [-1.659, 2.336, -1.463], [-1.070, 2.104, 0.215], [-2.745, 2.471, -0.087], [-4.417, 0.881, -0.600], [-5.142, -1.358, -0.921], [3.059, 3.364, 2.611], [4.096, 2.148, 3.363], [1.352, 2.895, 2.644], [3.170, 4.295, 3.151], [3.360, 3.483, 1.577], [5.509, -2.475, 1.081], [3.827, -3.001, 1.230], [5.662, -0.714, 1.130], [6.071, -2.896, 1.905], [5.894, -2.829, 0.133], [-5.947, 4.319, 0.545], [-5.419, 2.719, -0.011], [-7.111, 4.211, 1.866], [-5.076, 4.860, 0.892], [-6.412, 4.835, -0.287], [2.570, -3.590, -2.092], [4.307, -3.896, -2.282], [1.597, -4.755, -2.996], [2.320, -3.670, -1.042], [2.354, -2.594, -2.464]]
}

***

Number 1: highest occupied orbital energy -4.5 eV. Number 2: highest occupied orbital energy -7.7 eV. Number 3: highest occupied orbital energy -8.4 eV. Number 4: highest occupied orbital energy -12.1 eV. Number 5: highest occupied orbital energy -3.9 eV. Number 6: highest occupied orbital energy -8.8 eV.